Here is H36O18 as an isolated structure at a distorted geometry from the Open Molecules 2025 dataset. Energies are from the ωB97M-V functional and the def2-TZVPD basis.

Max |F| (Eh/bohr): 0.19752
Orbital gap (eV): 10.2
Total energy (eV): -37433.5619
Relative energy (zero: lowest compared OMol25 entry of this formula, charge and spin) (eV): 8.949
HOMO level (hartree): -0.392

Last column: Mulliken charge in e.
Cartesian coordinates (Å):
O: 0.12 -1.19 1.39  -0.53
H: 0.54 -1.06 2.27  0.23
H: -0.31 -1.93 1.66  0.24
O: 3.80 -0.66 0.04  -0.57
H: 3.09 -0.02 -0.28  0.39
H: 3.69 -1.40 -0.53  0.25
O: -4.75 -1.09 -0.57  -0.54
H: -4.95 -0.32 -0.89  0.23
H: -4.54 -1.78 -1.26  0.32
O: -1.53 -4.72 -2.53  -0.61
H: -2.07 -5.46 -2.48  0.29
H: -1.91 -3.87 -2.26  0.31
O: 1.66 -0.03 5.44  -0.62
H: 2.48 0.51 5.48  0.33
H: 1.14 0.29 6.27  0.32
O: 1.74 1.48 -0.96  -0.70
H: 1.03 1.38 -1.64  0.38
H: 1.26 1.66 0.00  0.30
O: -0.81 1.03 -0.09  -0.61
H: -0.47 0.35 0.29  0.43
H: -0.63 1.70 0.54  0.24
O: -2.59 3.48 -2.13  -0.62
H: -2.26 3.05 -2.98  0.32
H: -2.18 4.38 -2.06  0.31
O: -2.56 -2.85 0.34  -0.55
H: -3.47 -2.81 0.57  0.28
H: -2.30 -2.06 0.47  0.27
O: 2.96 3.09 2.63  -0.61
H: 3.35 2.25 2.96  0.33
H: 2.03 3.04 3.03  0.28
O: 0.76 2.53 -3.45  -0.54
H: 1.10 3.22 -3.98  0.24
H: 1.53 2.12 -3.09  0.30
O: -0.41 -2.89 5.07  -0.61
H: -0.69 -2.59 5.90  0.29
H: 0.57 -3.08 5.05  0.33
O: -1.79 0.34 -4.00  -0.70
H: -1.05 1.00 -3.94  0.32
H: -2.17 0.37 -3.08  0.34
O: 0.38 -1.50 -4.37  -0.65
H: 0.72 -1.56 -3.43  0.35
H: -0.15 -0.75 -4.51  0.31
O: 2.89 -1.92 -3.72  -0.63
H: 2.29 -2.05 -4.48  0.37
H: 2.41 -2.49 -3.22  0.28
O: -0.93 3.57 2.35  -0.60
H: -0.45 4.43 2.19  0.33
H: -0.22 2.99 2.59  0.27
O: -2.88 0.73 1.93  -0.66
H: -4.01 1.04 2.35  0.33
H: -2.77 1.03 1.03  0.32
O: 4.18 0.29 2.32  -0.65
H: 4.63 0.71 1.62  0.32
H: 3.04 0.14 2.37  0.30

Here is a 19-piece molecular cluster, H37O19 overall at a distorted geometry from the Open Molecules 2025 dataset. Energies are from the ωB97M-V functional and the def2-TZVPD basis.

Max |F| (Eh/bohr): 0.05635
Orbital gap (eV): 9.4
Total energy (eV): -39504.3688
Relative energy (zero: lowest compared OMol25 entry of this formula, charge and spin) (eV): 3.913
HOMO level (hartree): -0.266
Charge: -1

Last column: Mulliken charge in e.
Cartesian coordinates (Å):
O: 2.53 -2.84 -1.43  -0.51
H: 2.69 2.63 -1.02  0.26
H: -2.47 1.31 4.06  0.31
O: 0.74 -1.01 -3.71  -0.63
H: 3.73 -1.50 2.31  0.34
H: 1.35 -0.49 -3.11  0.34
O: -1.88 1.91 3.61  -0.64
H: -0.85 3.20 -1.43  0.40
H: 0.02 -1.46 2.74  0.24
O: 3.82 -0.13 -1.10  -0.72
H: 3.47 0.80 -1.18  0.44
H: 3.20 -0.84 -1.05  0.14
O: 1.05 -1.05 0.53  -0.55
H: 1.31 -1.91 0.21  -0.02
H: 1.60 0.32 1.71  0.35
O: 0.23 0.38 -1.34  -0.89
H: -1.20 2.46 -3.48  0.32
H: 0.65 -0.32 -0.11  0.73
O: -0.49 -0.69 2.48  -0.74
H: 2.88 1.04 1.29  0.41
H: -0.16 -0.82 1.55  0.49
O: 2.42 0.72 2.09  -0.75
H: -1.30 -2.77 2.37  0.31
O: -0.58 -3.51 -1.23  -0.75
H: -0.43 1.37 -4.08  0.31
H: -0.04 -2.77 -0.96  0.32
O: -1.07 3.88 -2.09  -0.71
H: 3.73 -3.00 1.53  0.29
H: -1.07 4.78 -1.81  0.24
O: -0.84 2.15 0.12  -0.76
H: -0.60 2.21 1.04  0.17
H: -4.64 1.81 -1.05  0.29
O: 4.24 -2.31 1.98  -0.64
H: -0.63 -0.08 -1.24  0.03
H: 0.29 2.75 3.65  0.29
O: -1.37 1.56 -3.81  -0.60
H: 1.35 2.60 2.60  0.25
H: -0.32 1.43 -0.45  0.50
O: -1.81 -2.97 3.15  -0.65
H: -1.24 1.21 3.31  0.29
H: -2.37 -3.25 -1.08  0.44
O: -2.87 0.72 0.66  -0.75
H: -0.88 -3.40 -2.12  0.36
H: -3.23 1.31 1.31  0.39
O: 0.39 2.58 2.67  -0.61
H: -4.35 0.56 -0.05  0.37
H: 3.26 -2.38 -0.99  0.25
O: -5.05 1.23 -0.43  -0.68
H: -2.04 -2.01 3.30  0.36
H: -2.10 1.31 0.32  0.52
O: 2.34 1.75 -1.06  -0.50
H: 1.45 1.84 -1.49  0.22
H: 0.48 -1.79 -3.21  0.26
O: -3.07 -2.88 -1.61  -0.68
H: 2.83 -3.73 -1.27  0.29
H: -3.10 -1.92 -1.62  0.30

Here is a 20-piece molecular cluster, H39O20 overall at a distorted geometry from the Open Molecules 2025 dataset. Energies are from the ωB97M-V functional and the def2-TZVPD basis.

2S+1: 2
Max |F| (Eh/bohr): 0.16793
Orbital gap (spin up / spin down) (eV): 1.9 / 8.9
Total energy (eV): -41579.7142
Relative energy (zero: lowest compared OMol25 entry of this formula, charge and spin) (eV): 1.675
HOMO level (spin up / spin down) (hartree): 0.080 / -0.175
Charge: -2

Last column: Mulliken charge in e.
Cartesian coordinates (Å):
O: 4.24 2.80 -1.90  -0.72
H: -2.56 1.13 2.39  0.38
O: -1.87 -3.11 -4.15  -0.60
H: -1.45 -3.41 -3.40  0.26
H: -2.01 -2.20 -3.93  0.31
O: -0.71 1.40 -4.97  -0.65
H: -0.16 0.18 0.84  0.31
H: -1.68 1.23 -5.10  0.38
O: -2.48 -4.21 -0.55  -0.71
H: -1.63 -4.46 -0.26  0.34
H: -0.39 3.52 1.11  0.25
O: -0.01 2.64 1.39  -0.67
H: 3.44 -2.63 0.20  0.25
H: -0.74 1.20 -4.03  0.27
O: 2.02 -3.38 -2.44  -0.78
H: 4.06 3.12 -0.97  0.31
H: 4.10 3.54 -2.53  0.36
O: -0.22 -0.03 5.81  -0.72
H: 2.86 1.04 -0.18  0.30
H: 0.53 0.43 5.70  0.30
O: -1.89 -0.57 1.58  -0.86
H: -0.45 0.01 4.85  0.44
H: 2.12 -1.27 4.29  0.33
O: -2.94 -0.86 -1.29  -0.33
H: -2.99 -0.82 -0.42  0.16
H: -3.85 -0.82 -1.46  0.22
O: -2.55 2.19 2.26  -0.76
H: -2.76 2.17 1.40  0.30
H: 0.25 -1.08 2.95  0.30
O: 4.03 -3.23 0.02  -0.58
H: -2.24 -3.39 -1.09  0.28
H: 4.13 -3.28 -0.97  0.31
O: 1.84 1.84 3.01  -0.69
H: -0.60 2.25 2.11  0.37
H: 1.40 -3.09 -2.96  0.21
O: 0.95 -2.22 -0.38  -0.48
H: 1.59 -2.09 -1.03  0.22
H: -1.62 -1.41 1.30  0.21
O: 0.46 0.33 0.11  -1.16
H: -1.10 -0.37 2.40  0.35
H: 0.66 1.26 0.06  0.29
O: -1.30 0.79 -1.68  -0.99
H: -0.65 0.64 -0.88  0.63
H: -1.42 0.02 -2.15  0.19
O: -3.83 1.52 -2.41  -0.66
H: -3.02 1.13 -1.88  0.49
H: 1.31 1.11 2.45  0.35
O: 1.96 -2.12 4.75  -0.68
H: -4.00 2.45 -2.15  0.27
H: 1.28 -1.91 5.44  0.35
O: 0.06 -0.08 2.91  -0.95
H: 2.85 -3.29 -3.11  0.46
H: 1.77 2.51 2.38  0.30
O: -1.29 5.26 -1.81  -0.74
H: -1.46 4.68 -2.56  0.33
H: -0.52 5.78 -2.07  0.37
O: 3.65 0.74 0.09  -0.58
H: 3.59 -0.15 0.46  0.26
H: 0.57 -1.45 0.06  0.34

Here is a 2-piece molecular cluster, H3IN2 overall at a distorted geometry from the Open Molecules 2025 dataset. Energies are from the ωB97M-V functional and the def2-TZVPD basis.

Max |F| (Eh/bohr): 0.04364
Orbital gap (spin up / spin down) (eV): 5.3 / 5.3
Total energy (eV): -11123.3802
Relative energy (zero: lowest compared OMol25 entry of this formula, charge and spin) (eV): 4.311
HOMO level (spin up / spin down) (hartree): -0.307 / -0.308

Last column: Mulliken charge in e.
Cartesian coordinates (Å):
N: -0.53 0.30 0.78  -0.49
N: 0.86 -0.40 -1.75  -0.49
I: 1.56 1.23 -2.52  0.28
H: -0.23 -0.63 1.07  0.22
H: 0.17 0.96 1.09  0.20
H: -0.16 -0.38 -1.71  0.28

Here is a 2-piece molecular cluster, H3INPS overall at a distorted geometry from the Open Molecules 2025 dataset. Energies are from the ωB97M-V functional and the def2-TZVPD basis.

Structure (SMILES): [nH]1[pH]s1.I
Max |F| (Eh/bohr): 0.04229
Orbital gap (eV): 9.2
Total energy (eV): -29761.8970
Relative energy (zero: lowest compared OMol25 entry of this formula, charge and spin) (eV): 0.212
HOMO level (hartree): -0.325

Last column: Mulliken charge in e.
Cartesian coordinates (Å):
N: 1.17 -0.93 -1.40  -0.37
P: 0.93 -0.06 0.09  0.14
S: 0.67 0.72 -1.79  -0.10
I: -2.85 1.39 2.86  -0.10
H: 0.58 -1.72 -1.57  0.26
H: 2.23 0.19 0.23  0.07
H: -2.73 0.41 1.58  0.09

Here is H3N2O3P as an isolated structure at a distorted geometry from the Open Molecules 2025 dataset. Energies are from the ωB97M-V functional and the def2-TZVPD basis.

Max |F| (Eh/bohr): 0.14029
Orbital gap (eV): 9.4
Total energy (eV): -18457.6354
Relative energy (zero: lowest compared OMol25 entry of this formula, charge and spin) (eV): 1.514
HOMO level (hartree): -0.332

Last column: Mulliken charge in e.
Cartesian coordinates (Å):
N: 0.03 -0.70 -1.71  -0.07
N: -0.68 1.11 1.02  -0.46
O: 0.95 -0.82 1.67  -0.54
O: -0.64 -1.11 -0.52  -0.23
O: 1.02 0.10 -1.20  -0.44
P: 0.20 -0.27 0.61  0.94
H: 0.58 -1.58 -2.19  0.26
H: -1.34 1.73 0.47  0.27
H: -0.12 1.54 1.84  0.27

Here is the molecule H3N3O2 at a distorted geometry from the Open Molecules 2025 dataset. Energies are from the ωB97M-V functional and the def2-TZVPD basis.

Structure (SMILES): NN[N+](=O)[O-]
Max |F| (Eh/bohr): 0.05887
Orbital gap (eV): 11.2
Total energy (eV): -8609.5400
Relative energy (zero: lowest compared OMol25 entry of this formula, charge and spin) (eV): 0.328
HOMO level (hartree): -0.392

Last column: Mulliken charge in e.
Cartesian coordinates (Å):
N: 0.41 -1.23 0.28  -0.56
N: -0.47 -0.29 -0.23  -0.19
N: -0.19 1.08 -0.28  1.12
O: 0.96 1.39 0.01  -0.59
O: -1.16 1.72 -0.63  -0.60
H: 1.22 -1.02 -0.18  0.29
H: 0.64 -0.99 1.25  0.26
H: -1.41 -0.67 -0.23  0.27

Here is the molecule H3N3O2S at a distorted geometry from the Open Molecules 2025 dataset. Energies are from the ωB97M-V functional and the def2-TZVPD basis.

Max |F| (Eh/bohr): 0.07974
Orbital gap (eV): 8.7
Total energy (eV): -19443.4443
Relative energy (zero: lowest compared OMol25 entry of this formula, charge and spin) (eV): 2.691
HOMO level (hartree): -0.333

Last column: Mulliken charge in e.
Cartesian coordinates (Å):
N: -0.08 -1.23 -0.88  -0.56
N: 2.58 -0.16 0.96  -0.58
N: 2.09 0.84 1.42  1.19
O: 2.55 1.68 2.10  -0.70
O: 0.76 0.98 1.09  -0.44
S: 1.70 -1.08 -0.26  0.16
H: -0.65 -1.69 -0.14  0.29
H: -0.61 -0.33 -0.88  0.27
H: 0.59 1.92 1.12  0.36

Here is a 2-piece molecular cluster, H3N3O2S overall at a distorted geometry from the Open Molecules 2025 dataset. Energies are from the ωB97M-V functional and the def2-TZVPD basis.

Structure (SMILES): [H]/N=N\[N+](=O)[O-].S
Max |F| (Eh/bohr): 0.05440
Orbital gap (eV): 9.4
Total energy (eV): -19444.0227
Relative energy (zero: lowest compared OMol25 entry of this formula, charge and spin) (eV): 2.113
HOMO level (hartree): -0.361

Last column: Mulliken charge in e.
Cartesian coordinates (Å):
N: 1.22 1.26 1.30  -0.24
N: 1.73 1.03 0.28  0.06
N: 1.38 -0.52 -0.27  0.93
O: 0.66 -1.07 0.52  -0.51
O: 1.81 -0.84 -1.33  -0.53
S: -2.22 0.37 -0.75  -0.31
H: 0.70 0.65 1.87  0.30
H: -2.05 -0.71 -1.50  0.16
H: -3.23 -0.18 -0.11  0.14

Here is the molecule H3N3O3 at a distorted geometry from the Open Molecules 2025 dataset. Energies are from the ωB97M-V functional and the def2-TZVPD basis.

Structure (SMILES): N/N=[N+](/[O-])OO
Max |F| (Eh/bohr): 0.08367
Orbital gap (spin up / spin down) (eV): 8.4 / 8.4
Total energy (eV): -10652.1451
Relative energy (zero: lowest compared OMol25 entry of this formula, charge and spin) (eV): 7.650
HOMO level (spin up / spin down) (hartree): -0.327 / -0.324

Last column: Mulliken charge in e.
Cartesian coordinates (Å):
N: 1.03 -0.02 1.08  -0.25
N: 1.71 0.34 0.04  -0.16
N: -0.58 0.19 0.80  0.60
O: -1.43 -0.45 1.34  -0.55
O: -1.76 -0.52 -1.26  -0.36
O: -0.69 0.27 -0.65  -0.20
H: 1.50 0.09 -0.91  0.28
H: 2.68 0.94 0.20  0.29
H: -2.46 -0.84 -0.64  0.36

Here is a 2-piece molecular cluster, H3N3O3 overall at a distorted geometry from the Open Molecules 2025 dataset. Energies are from the ωB97M-V functional and the def2-TZVPD basis.

Structure (SMILES): NN=O.O=NO
Max |F| (Eh/bohr): 0.06915
Orbital gap (eV): 10.1
Total energy (eV): -10656.1537
Relative energy (zero: lowest compared OMol25 entry of this formula, charge and spin) (eV): 3.641
HOMO level (hartree): -0.366

Last column: Mulliken charge in e.
Cartesian coordinates (Å):
N: 1.74 -0.54 0.15  -0.09
N: 1.69 0.75 0.11  0.02
N: -2.00 -0.29 -0.50  0.25
O: -2.85 -1.01 -0.20  -0.35
O: -1.83 0.87 0.23  -0.31
O: 0.83 1.29 -0.63  -0.46
H: 2.31 -0.93 0.83  0.28
H: 1.05 -1.27 -0.12  0.25
H: -0.94 1.14 0.12  0.41

Here is H3N3O3S as an isolated structure at a distorted geometry from the Open Molecules 2025 dataset. Energies are from the ωB97M-V functional and the def2-TZVPD basis.

Max |F| (Eh/bohr): 0.06034
Orbital gap (eV): 8.1
Total energy (eV): -21487.0530
Relative energy (zero: lowest compared OMol25 entry of this formula, charge and spin) (eV): 6.262
HOMO level (hartree): -0.347

Last column: Mulliken charge in e.
Cartesian coordinates (Å):
N: -2.01 -0.80 0.21  -0.58
N: -0.74 -1.08 0.06  0.00
N: 0.13 -0.20 -0.39  0.40
O: -0.83 1.74 0.30  -0.36
O: 0.01 1.07 -0.68  -0.10
O: 1.62 -0.55 0.43  -0.30
S: 2.82 0.45 0.15  0.06
H: -2.59 -1.61 0.60  0.25
H: -1.63 1.08 0.36  0.47
H: 3.22 -0.09 -1.05  0.17